Record 1
Below is one molecule with the formula C5H12N2O in a non-equilibrium geometry, with properties calculated with wB97M-V/def2-TZVPD.

Geometry as XYZ:
```
20
Properties=species:S:1:pos:R:3
C -0.71 -0.19 1.42
C 0.07 -0.34 0.16
C -0.81 0.22 -1.13
C 0.43 -1.74 -0.21
N 1.18 0.59 0.27
N 0.89 1.94 0.54
C 2.34 0.51 -0.59
O 2.89 -0.53 -0.76
H -0.23 -0.41 2.28
H -0.99 0.79 1.46
H -1.61 -0.81 1.42
H -0.16 0.61 -1.86
H -1.43 1.05 -0.88
H -1.44 -0.62 -1.42
H 0.38 -1.75 -1.26
H 1.32 -2.13 0.14
H -0.36 -2.40 -0.05
H 0.72 2.00 1.52
H 0.07 2.18 -0.17
H 2.75 1.59 -0.76
```

The energy above the lowest of the compared OMol25 structures with the same formula, charge and spin is 3.345 eV. Its SMILES is CC(C)(C)N(N)C=O. The calculation puts the HOMO energy at -9.1 eV. The calculation puts the energy at -382.37959 Ha. The orbital gap is 9.95 eV. The value obtained for the LUMO energy is 0.825 eV. As for the net charge: 0.



Record 2
Below is a 2-piece molecular cluster, C5H12N2O overall in a non-equilibrium geometry, with properties calculated with wB97M-V/def2-TZVPD.

Geometry as XYZ:
```
20
Properties=species:S:1:pos:R:3
C -0.62 -2.13 0.66
C -0.05 -1.07 1.25
C -0.70 -0.29 2.35
N 1.25 -0.67 0.97
H -0.04 -2.87 0.13
H -1.58 -2.49 0.99
H -1.74 -0.57 2.47
H -0.63 0.79 2.19
H -0.18 -0.47 3.30
H 1.39 0.33 0.96
H 1.72 -1.21 0.26
O -0.94 1.27 -0.26
N -0.53 0.83 -1.55
C 0.29 1.87 -2.14
C 0.93 0.55 -2.21
H -1.80 0.84 -0.13
H -0.16 2.31 -3.03
H 0.73 2.60 -1.47
H 0.85 0.04 -3.15
H 1.79 0.33 -1.59
```

The energy above the lowest of the compared OMol25 structures with the same formula, charge and spin is 5.427 eV. Its SMILES is C=C(C)N.ON1CC1. The calculation puts the HOMO energy at -8.0 eV. The calculation puts the energy at -382.30308 Ha. The orbital gap is 8.98 eV. The value obtained for the LUMO energy is 0.972 eV. As for the net charge: 0.



Record 3
Below is one molecule with the formula C5H12N2O in a non-equilibrium geometry, with properties calculated with wB97M-V/def2-TZVPD.

Geometry as XYZ:
```
20
Properties=species:S:1:pos:R:3
C 1.72 -1.64 1.50
N 1.64 -0.67 0.41
C 0.62 -1.02 -0.59
C 0.09 0.28 -1.16
O 0.68 0.91 -2.01
N -1.16 0.65 -0.68
C -1.63 1.90 -1.27
C -1.33 0.60 0.78
H 1.72 -2.68 1.19
H 0.90 -1.46 2.20
H 2.63 -1.42 2.08
H 2.55 -0.64 -0.04
H 1.06 -1.65 -1.37
H -0.13 -1.67 -0.14
H -2.67 2.08 -0.99
H -0.99 2.73 -0.98
H -1.59 1.83 -2.36
H -0.52 1.11 1.29
H -1.35 -0.42 1.13
H -2.23 1.17 1.01
```

The energy above the lowest of the compared OMol25 structures with the same formula, charge and spin is 1.581 eV. Its SMILES is CNCC(=O)N(C)C. The calculation puts the HOMO energy at -9.1 eV. The calculation puts the energy at -382.44443 Ha. The orbital gap is 9.99 eV. The value obtained for the LUMO energy is 0.939 eV. As for the net charge: 0.



Record 4
Below is a 2-piece molecular cluster, C5H12N2O overall in a non-equilibrium geometry, with properties calculated with wB97M-V/def2-TZVPD.

Geometry as XYZ:
```
20
Properties=species:S:1:pos:R:3
C -1.19 2.49 -2.21
N -0.66 1.17 -1.87
C -1.40 0.51 -0.99
N -2.43 1.02 -0.27
H -2.34 2.45 -2.35
H -0.72 2.82 -3.17
H -0.98 3.18 -1.35
H -1.21 -0.54 -0.79
H -2.71 0.54 0.57
H -2.49 2.06 -0.26
C 1.41 -2.80 2.16
C 1.44 -1.60 1.54
C 2.20 -1.11 0.35
O 0.57 -0.69 2.18
H 2.01 -3.63 1.76
H 0.73 -3.07 2.97
H 2.99 -1.80 0.06
H 1.50 -0.96 -0.44
H 2.68 -0.14 0.52
H 0.60 0.09 1.60
```

The energy above the lowest of the compared OMol25 structures with the same formula, charge and spin is 2.624 eV. Its SMILES is C/N=C\N.C=C(C)O. The calculation puts the HOMO energy at -8.7 eV. The calculation puts the energy at -382.40609 Ha. The orbital gap is 9.41 eV. The value obtained for the LUMO energy is 0.702 eV. As for the net charge: 0.